Record 1
Formula: C24H76O14
Source: the OMol25 dataset
Level of theory: wB97M-V/def2-TZVPD

```
114
Properties=species:S:1:pos:R:3:mulliken_charge:R:1
O 3.89468 4.79782 1.33502 -0.62
H 3.45456 3.99204 1.60564 0.31
H 4.35107 5.09765 2.12118 0.32
O 4.65497 0.32879 -3.10947 -0.62
H 4.40669 1.18842 -2.76943 0.32
H 5.61086 0.35453 -3.15218 0.31
O 3.55028 -3.65396 -3.23299 -0.61
H 3.05591 -3.58471 -4.04971 0.30
H 3.95322 -2.79275 -3.12261 0.31
O 0.31100 -6.38411 -3.18418 -0.63
H 0.59189 -5.84571 -3.92408 0.31
H 0.92576 -6.16797 -2.48305 0.31
O 3.37896 -5.74181 0.51704 -0.63
H 4.24333 -6.08419 0.74481 0.31
H 3.48665 -5.38575 -0.36493 0.31
O 3.30639 4.84587 -2.84995 -0.64
H 2.99124 5.74220 -2.96613 0.30
H 3.64351 4.82420 -1.95434 0.33
C -0.00186 -1.41861 -8.48604 -1.23
C 0.11088 -1.73807 -7.00105 0.38
C -1.24414 -2.19845 -6.36057 -1.15
O 0.89054 -2.92774 -6.79503 -0.54
H -0.46794 -2.27998 -8.96448 0.34
H 0.95956 -1.17434 -8.93781 0.34
H -0.49255 -0.45442 -8.61896 0.32
H 0.61597 -0.99317 -6.38614 0.27
H -1.73507 -3.07896 -6.77507 0.30
H -1.92267 -1.34651 -6.40399 0.33
H -1.23963 -2.39096 -5.28771 0.33
H 0.82597 -3.58315 -7.49350 0.30
C -5.72476 -4.65093 -0.50609 -1.20
C -5.85836 -5.12464 0.95800 0.52
C -6.05501 -4.01897 1.97472 -1.33
O -6.94690 -6.01202 0.98482 -0.57
H -4.71931 -4.34642 -0.79667 0.34
H -6.56414 -3.99591 -0.73955 0.27
H -5.87220 -5.45134 -1.23115 0.35
H -5.12045 -5.86940 1.25619 0.24
H -6.59178 -3.12010 1.67137 0.33
H -5.03640 -3.69553 2.18902 0.36
H -6.51468 -4.34901 2.90632 0.39
H -7.76861 -5.55799 1.18548 0.30
C -3.20333 3.52517 -6.40839 -1.18
C -3.66579 4.92635 -6.79558 0.34
C -4.67798 4.83561 -7.95047 -1.19
O -4.41601 5.62366 -5.86618 -0.56
H -4.05907 2.88252 -6.20153 0.32
H -2.45800 3.44306 -5.61728 0.33
H -2.79819 3.11377 -7.33290 0.29
H -2.79894 5.45680 -7.18963 0.29
H -4.23966 4.33780 -8.81543 0.37
H -5.03295 5.79179 -8.33494 0.31
H -5.51636 4.18461 -7.70260 0.32
H -5.00488 5.03609 -5.38700 0.35
C -2.29376 9.19683 0.20036 -1.21
C -0.94542 9.73434 0.83084 0.45
C -0.82088 11.24359 0.64935 -1.25
O -0.94801 9.52312 2.17799 -0.54
H -2.42153 8.16431 0.52542 0.30
H -2.40929 9.33663 -0.87446 0.35
H -3.13896 9.71551 0.65283 0.31
H -0.15691 9.18310 0.31850 0.26
H -1.76034 11.73826 0.89597 0.31
H -0.67946 11.37397 -0.42354 0.36
H 0.02126 11.72527 1.14622 0.33
H -0.73256 8.59816 2.31807 0.33
C -0.00294 -11.19635 3.09487 -1.25
C -0.06555 -9.75867 2.45828 0.58
C -0.20832 -8.60205 3.42325 -1.38
O 1.13515 -9.64950 1.72995 -0.54
H 0.94198 -11.17243 3.63770 0.31
H 0.09810 -12.00128 2.36688 0.32
H -0.93472 -11.38316 3.62872 0.35
H -0.81965 -9.71918 1.67223 0.19
H -0.46355 -7.71352 2.84579 0.38
H 0.62957 -8.40051 4.09065 0.38
H -0.99670 -8.85391 4.13256 0.36
H 1.40591 -8.73329 1.82408 0.29
C 7.85814 -0.74491 5.01037 -1.18
C 6.32407 -1.06650 5.32206 0.46
C 5.68282 -0.11641 6.35032 -1.24
O 5.55773 -1.14397 4.12940 -0.51
H 8.46223 -0.64034 5.91162 0.34
H 7.99114 0.19779 4.47960 0.31
H 8.34996 -1.52929 4.43509 0.32
H 6.41896 -2.04637 5.78998 0.20
H 5.68586 0.90571 5.97168 0.31
H 6.26926 -0.20070 7.26525 0.34
H 4.66287 -0.35191 6.65416 0.32
H 5.72385 -2.03519 3.81357 0.32
C 0.86865 4.81072 7.20931 -1.30
C 0.38830 3.63713 6.37066 0.50
C -0.80613 2.88359 6.95613 -1.12
O 0.03491 4.10164 5.10114 -0.55
H 1.42409 5.50577 6.57964 0.32
H 1.31775 4.45921 8.13820 0.38
H 0.08057 5.43160 7.63537 0.32
H 1.18368 2.89447 6.30811 0.24
H -1.02422 2.14325 6.18644 0.30
H -1.55152 3.64311 7.19196 0.29
H -0.52023 2.47428 7.92506 0.33
H 0.16048 3.39810 4.46015 0.29
C -0.66624 1.35063 -0.21288 -1.32
C -0.07307 0.38677 0.76379 0.86
C 0.05562 -1.07436 0.27018 -1.61
O 1.24342 0.76609 1.03944 -0.54
H -0.01165 1.38954 -1.08357 0.30
H -0.60566 2.31460 0.29230 0.32
H -1.67478 1.08806 -0.53226 0.36
H -0.67238 0.41090 1.67393 0.10
H 0.21745 -1.74885 1.11099 0.39
H 0.81279 -1.28084 -0.48622 0.46
H -0.79385 -1.41018 -0.32456 0.35
H 1.72545 -0.06354 1.07028 0.32
```

Calculated values
E_HOMO (eV): -9.79
2S+1: 1
M (u): 588.858
F_max (eV/Å): 3.10
Energy above the lowest of the compared OMol25 structures with the same formula, charge and spin (kJ/mol): 501.36

***

Record 2
Formula: C6H16NO3
Source: the OMol25 dataset
Level of theory: wB97M-V/def2-TZVPD

```
26
Properties=species:S:1:pos:R:3:nbo_charge:R:1
C -0.15051 0.83521 1.79643 -0.06
O -1.53258 0.69463 1.88854 -0.81
C 0.26989 1.79229 0.65746 -0.41
C 0.88490 1.15176 -0.62049 -0.48
C 2.03150 0.23008 -0.49488 0.22
C 3.31678 0.56998 -0.31720 -0.58
C 0.41298 -1.82678 -0.33113 -0.42
N 1.74674 -1.14695 -0.55692 -0.62
H 0.38969 -0.10548 1.69266 0.14
H 0.15814 1.31116 2.72994 0.15
H 0.87914 2.64265 0.99510 0.18
H -0.66960 2.24570 0.32389 0.22
H 0.04026 0.60911 -1.07551 0.24
H 0.96171 1.97133 -1.33808 0.22
H 4.05438 -0.21072 -0.14119 0.17
H 3.72983 1.56262 -0.19581 0.19
H 0.26894 -2.30402 -1.29676 0.21
H 0.53140 -2.46828 0.55521 0.18
H -0.35083 -1.12310 -0.06657 0.24
H 2.52890 -1.77112 -0.46516 0.36
H -2.81561 -1.41518 0.50630 0.42
H -2.04498 0.08654 1.22221 0.51
O -3.03072 -0.52087 0.20787 -1.16
H -2.48909 -0.45358 -2.77833 0.43
H -2.66626 -0.58646 -1.13515 0.50
O -2.44234 -1.11047 -2.08467 -1.08
```

Calculated values
E_HOMO (eV): -4.65
2S+1: 1
M (u): 150.198
Net charge: -1
F_max (eV/Å): 2.50
Energy above the lowest of the compared OMol25 structures with the same formula, charge and spin (kJ/mol): 88.29

***

Record 3
Formula: C9H14
Source: the OMol25 dataset
Level of theory: wB97M-V/def2-TZVPD

```
23
Properties=species:S:1:pos:R:3:nbo_charge:R:1
C 0.89514 -2.63529 -0.53274 -0.63
C 1.01177 -1.50540 0.49315 0.00
C 2.28104 -0.97380 0.69775 -0.23
C 2.41742 0.20107 1.42509 -0.19
C 1.31839 0.91015 1.87162 -0.23
C 0.05254 0.34089 1.65698 -0.18
C -0.11005 -0.83804 0.91603 -0.24
H 1.34109 -3.52420 -0.09052 0.22
H 1.49312 -2.37247 -1.41013 0.21
H -0.11653 -2.71324 -0.92489 0.22
H 3.07655 -1.34068 0.06388 0.21
H 3.40157 0.64452 1.55252 0.21
H 1.42726 1.84497 2.40037 0.21
H -0.80109 0.88916 2.02384 0.20
H -1.13983 -1.17534 0.90119 0.22
C -1.43384 1.50492 -0.92866 -0.60
C -2.68206 1.53921 -1.78363 -0.61
H -0.95021 0.54451 -1.09924 0.21
H -0.74839 2.25927 -1.31076 0.20
H -1.60510 1.65694 0.12997 0.20
H -3.42601 0.77300 -1.56146 0.20
H -2.38316 1.54367 -2.83454 0.20
H -3.31962 2.42619 -1.65582 0.20
```

Calculated values
E_HOMO (eV): -9.03
2S+1: 1
M (u): 122.211
Structure (SMILES): Cc1ccccc1.CC
F_max (eV/Å): 2.58
Energy above the lowest of the compared OMol25 structures with the same formula, charge and spin (kJ/mol): 65.81

***

Record 4
Formula: C3H7NO2
Source: the OMol25 dataset
Level of theory: wB97M-V/def2-TZVPD

```
13
Properties=species:S:1:pos:R:3:nbo_charge:R:1
H 2.19656 -2.28184 -0.92981 0.33
N 2.21151 -1.49717 -0.28472 -0.77
C 1.05461 -0.97859 -0.13193 0.80
O -0.04857 -1.46091 -0.75021 -0.71
O 0.80950 0.04223 0.68890 -0.49
C -0.61075 0.48582 0.87915 -0.07
C -0.89252 1.64356 -0.05024 -0.64
H 0.16245 -2.26044 -1.25072 0.49
H -0.62745 0.81470 1.92114 0.19
H -1.35222 -0.31272 0.78742 0.20
H -0.03043 2.31268 -0.12313 0.23
H -1.11234 1.28271 -1.05954 0.21
H -1.76035 2.20994 0.30366 0.22
```

Calculated values
E_HOMO (eV): -9.68
2S+1: 1
M (u): 89.094
Structure (SMILES): [H]/N=C(\O)OCC
F_max (eV/Å): 1.67
Energy above the lowest of the compared OMol25 structures with the same formula, charge and spin (kJ/mol): 140.39

***

Record 5
Formula: C19H21N5O2Os
Source: the OMol25 dataset
Level of theory: wB97M-V/def2-TZVPD

```
48
Properties=species:S:1:pos:R:3:mulliken_spin:R:1
N 0.03167 2.40200 -0.38708 0.01
C 0.15875 3.54782 -0.31873 0.03
C 0.22800 4.97137 -0.19610 0.00
H -0.80243 5.36872 -0.24199 0.00
H 0.83367 5.36706 -1.02966 0.00
H 0.70315 5.19985 0.77273 0.00
N 1.72323 -1.11463 -0.95897 -0.05
C 2.64183 -1.71932 -1.38549 0.10
C 3.82391 -2.49730 -1.16313 0.00
H 4.62418 -2.14687 -1.81738 0.00
H 3.62313 -3.54250 -1.39562 0.01
H 4.11475 -2.37865 -0.10866 0.01
N -2.18970 -0.99134 -0.38332 0.08
C -3.18280 -1.57548 -0.31755 0.04
C -4.45641 -2.21599 -0.19385 0.00
H -4.35890 -3.01018 0.56562 0.00
H -4.73366 -2.64578 -1.17176 0.00
H -5.19136 -1.45049 0.11459 0.00
Os 0.22251 -0.14542 -0.14795 1.38
C 0.05492 -1.66542 0.91610 0.05
O -0.10247 -2.61067 1.59003 0.02
C 1.54766 0.62258 0.92033 0.17
O 2.34989 1.14865 1.59619 0.11
C 0.56979 1.29604 -2.78404 0.07
C -0.81746 1.35424 -2.60439 0.17
C -1.56890 0.19286 -2.60440 0.24
C -0.94682 -1.04898 -2.77982 0.08
C 0.41848 -1.10482 -2.97195 0.22
C 1.18045 0.07344 -2.97343 0.19
H 1.16013 2.21281 -2.84258 0.01
H -1.31978 2.31907 -2.52069 0.00
H -2.65505 0.25605 -2.52347 0.00
H -1.54070 -1.96368 -2.83371 0.01
H 0.88780 -2.07348 -3.12329 0.00
H 2.25631 0.04220 -3.12490 -0.01
N -3.76022 2.47750 4.14976 0.56
C -2.91059 1.91486 3.23992 0.08
C -1.77942 1.17164 3.61493 0.19
C -0.96385 0.63416 2.62506 -0.06
N -1.19229 0.78311 1.30362 0.24
C -2.28214 1.49639 0.93253 -0.09
C -3.15292 2.06930 1.85534 0.17
H -3.61588 2.38753 5.14086 -0.02
H -4.56117 3.00585 3.84617 -0.02
H -1.53182 1.00997 4.65680 0.00
H -0.08007 0.05358 2.91136 0.00
H -2.46115 1.60966 -0.14347 0.00
H -4.01116 2.63073 1.49826 0.00
```

Calculated values
Expectation value of S²: 6.077
E_HOMO (spin up / spin down) (eV): -18.89 / -21.94
2S+1: 5
M (u): 541.640
Net charge: +4
F_max (eV/Å): 10.51
Energy above the lowest of the compared OMol25 structures with the same formula, charge and spin (kJ/mol): 0.00

***

Record 6
Formula: C18H12AuBF4N3
Source: the OMol25 dataset
Level of theory: wB97M-V/def2-TZVPD

```
39
Properties=species:S:1:pos:R:3:mulliken_spin:R:1
Au -0.04497 -1.18530 -1.35860 0.59
C -3.34583 0.85435 -3.26074 -0.01
C -2.39167 -0.09764 -2.89813 -0.01
N -1.40248 0.15963 -2.06880 0.05
C -1.29941 1.36666 -1.45737 -0.01
C -2.21839 2.39598 -1.79729 -0.04
C -3.23545 2.11606 -2.73282 0.03
C -2.10956 3.66359 -1.18438 0.20
C -1.14292 3.87780 -0.23066 -0.04
C -0.26809 2.86755 0.15571 0.20
C -0.28165 1.59887 -0.44800 0.04
N 0.56154 0.58022 -0.19149 0.59
C 1.52030 0.22959 0.68715 0.04
C 2.11144 1.05925 1.65491 0.20
C 3.14708 0.61783 2.47194 -0.04
C 3.60359 -0.67761 2.41443 0.20
C 3.02048 -1.58460 1.50259 -0.04
C 3.41550 -2.93736 1.45614 0.03
C 2.78258 -3.80201 0.59908 -0.02
C 1.80560 -3.28688 -0.25454 -0.01
N 1.46152 -2.01639 -0.26485 0.05
C 1.99916 -1.13957 0.62031 -0.02
H -4.14320 0.58913 -3.93556 0.00
H -2.43259 -1.09708 -3.30382 0.00
H -3.93107 2.89557 -3.00574 0.00
H -2.80427 4.44239 -1.46049 0.00
H -1.05724 4.84512 0.23786 0.00
H 0.43477 3.08448 0.94195 0.00
H 1.76732 2.07160 1.78203 0.00
H 3.59162 1.31239 3.16662 0.00
H 4.38848 -1.02308 3.07032 0.00
H 4.19902 -3.28172 2.11466 0.00
H 3.01958 -4.85307 0.57543 0.00
H 1.29529 -3.92993 -0.95530 0.00
F -2.92921 -3.20760 1.25235 0.00
B -2.45451 -1.96286 1.52760 0.01
F -1.70529 -1.91163 2.66512 0.00
F -3.40967 -0.99297 1.47569 0.00
F -1.51742 -1.64079 0.43669 0.00
```

Calculated values
Expectation value of S²: 2.083
E_HOMO (spin up / spin down) (eV): -11.99 / -12.66
2S+1: 3
M (u): 554.086
Net charge: +1
F_max (eV/Å): 1.15

***

Q: Among the records above, which one has the lowest M?
A: C3H7NO2

***

Q: Number 1 is which compound?
A: C24H76O14

***

Copy entry 3 word for word.
Formula: C9H14
Source: the OMol25 dataset
Level of theory: wB97M-V/def2-TZVPD

```
23
Properties=species:S:1:pos:R:3:nbo_charge:R:1
C 0.89514 -2.63529 -0.53274 -0.63
C 1.01177 -1.50540 0.49315 0.00
C 2.28104 -0.97380 0.69775 -0.23
C 2.41742 0.20107 1.42509 -0.19
C 1.31839 0.91015 1.87162 -0.23
C 0.05254 0.34089 1.65698 -0.18
C -0.11005 -0.83804 0.91603 -0.24
H 1.34109 -3.52420 -0.09052 0.22
H 1.49312 -2.37247 -1.41013 0.21
H -0.11653 -2.71324 -0.92489 0.22
H 3.07655 -1.34068 0.06388 0.21
H 3.40157 0.64452 1.55252 0.21
H 1.42726 1.84497 2.40037 0.21
H -0.80109 0.88916 2.02384 0.20
H -1.13983 -1.17534 0.90119 0.22
C -1.43384 1.50492 -0.92866 -0.60
C -2.68206 1.53921 -1.78363 -0.61
H -0.95021 0.54451 -1.09924 0.21
H -0.74839 2.25927 -1.31076 0.20
H -1.60510 1.65694 0.12997 0.20
H -3.42601 0.77300 -1.56146 0.20
H -2.38316 1.54367 -2.83454 0.20
H -3.31962 2.42619 -1.65582 0.20
```

Calculated values
E_HOMO (eV): -9.03
2S+1: 1
M (u): 122.211
Structure (SMILES): Cc1ccccc1.CC
F_max (eV/Å): 2.58
Energy above the lowest of the compared OMol25 structures with the same formula, charge and spin (kJ/mol): 65.81

***

Q: What is the M in the third record?
A: 122.211 u